{"formula": "C55H141N7O46P8", "method": "wB97M-V/def2-TZVPD", "total_charge": 0, "e_lumo_ev": -0.50, "total_energy_ha": -8755.24598, "species": ["C", "C", "O", "P", "O", "O", "C", "C", "O", "C", "C", "H", "H", "H", "H", "H", "H", "H", "H", "H", "H", "H", "H", "H", "H", "H", "C", "C", "O", "P", "O", "O", "C", "C", "O", "C", "C", "H", "H", "H", "H", "H", "H", "H", "H", "H", "H", "H", "H", "H", "H", "H", "C", "C", "O", "P", "O", "O", "C", "C", "O", "C", "C", "H", "H", "H", "H", "H", "H", "H", "H", "H", "H", "H", "H", "H", "H", "H", "C", "C", "O", "P", "O", "O", "C", "C", "O", "C", "C", "H", "H", "H", "H", "H", "H", "H", "H", "H", "H", "H", "H", "H", "H", "H", "C", "C", "O", "P", "O", "O", "C", "C", "O", "C", "C", "H", "H", "H", "H", "H", "H", "H", "H", "H", "H", "H", "H", "H", "H", "H", "C", "C", "O", "P", "O", "O", "C", "C", "O", "C", "C", "H", "H", "H", "H", "H", "H", "H", "H", "H", "H", "H", "H", "H", "H", "H", "C", "C", "O", "P", "O", "O", "C", "C", "O", "C", "C", "H", "H", "H", "H", "H", "H", "H", "H", "H", "H", "H", "H", "H", "H", "H", "C", "C", "O", "P", "O", "O", "C", "C", "O", "C", "C", "H", "H", "H", "H", "H", "H", "H", "H", "H", "H", "H", "H", "H", "H", "H", "C", "N", "O", "O", "H", "H", "H", "C", "N", "O", "O", "H", "H", "H", "C", "N", "O", "O", "H", "H", "H", "C", "N", "O", "O", "H", "H", "H", "C", "N", "O", "O", "H", "H", "H", "C", "N", "O", "O", "H", "H", "H", "C", "N", "O", "O", "H", "H", "H"], "xyz": [[6.33, 0.82, -4.41], [6.79, 2.14, -3.77], [5.76, 3.05, -3.96], [5.24, 4.02, -2.78], [5.15, 3.25, -1.51], [3.82, 4.57, -3.37], [2.67, 4.71, -2.57], [2.04, 3.37, -2.21], [6.31, 5.29, -2.89], [6.74, 5.92, -1.73], [5.65, 6.87, -1.42], [7.05, 0.00, -4.38], [5.38, 0.57, -3.92], [5.98, 0.86, -5.44], [7.28, 2.10, -2.80], [7.59, 2.56, -4.38], [2.97, 5.27, -1.68], [1.86, 5.18, -3.12], [2.44, 3.00, -1.27], [0.96, 3.43, -2.27], [2.13, 2.67, -3.05], [7.02, 5.21, -0.95], [7.57, 6.58, -1.96], [4.66, 6.42, -1.32], [5.88, 7.41, -0.50], [5.56, 7.71, -2.11], [-7.91, 2.13, 3.81], [-6.72, 3.08, 4.09], [-6.46, 3.62, 2.82], [-5.42, 4.85, 2.73], [-5.73, 6.04, 3.49], [-4.07, 4.11, 3.21], [-3.46, 2.84, 2.68], [-2.13, 2.73, 3.36], [-5.28, 4.99, 1.10], [-6.36, 5.65, 0.39], [-6.19, 7.15, 0.30], [-7.65, 1.34, 3.11], [-8.11, 1.76, 4.82], [-8.75, 2.68, 3.38], [-7.07, 3.88, 4.75], [-5.85, 2.72, 4.64], [-4.13, 2.00, 2.83], [-3.43, 2.92, 1.59], [-1.63, 1.83, 3.01], [-1.37, 3.49, 3.17], [-2.37, 2.64, 4.42], [-6.53, 5.26, -0.62], [-7.25, 5.43, 0.98], [-7.13, 7.65, 0.10], [-5.77, 7.63, 1.19], [-5.56, 7.38, -0.56], [2.85, -11.48, -0.86], [1.73, -11.39, -1.84], [0.96, -10.26, -1.68], [1.12, -8.87, -2.57], [1.39, -9.07, -4.02], [-0.22, -8.07, -2.24], [-0.57, -7.75, -0.89], [-2.03, -8.12, -0.87], [2.22, -7.93, -1.76], [3.59, -7.87, -2.16], [4.27, -6.66, -1.57], [3.45, -12.37, -1.07], [3.53, -10.66, -1.11], [2.49, -11.44, 0.17], [2.08, -11.56, -2.85], [1.13, -12.21, -1.44], [0.11, -8.29, -0.24], [-0.44, -6.70, -0.64], [-2.45, -7.63, 0.00], [-2.59, -7.86, -1.77], [-2.09, -9.20, -0.90], [4.12, -8.75, -1.79], [3.84, -7.78, -3.22], [3.89, -6.74, -0.55], [5.36, -6.65, -1.60], [3.84, -5.76, -2.01], [2.18, -2.96, -2.37], [2.20, -1.69, -3.35], [2.70, -2.17, -4.54], [1.71, -2.93, -5.46], [0.19, -2.65, -5.40], [2.28, -2.46, -6.89], [3.59, -2.60, -7.34], [3.99, -1.52, -8.30], [2.24, -4.45, -5.37], [1.46, -5.45, -5.90], [2.27, -6.50, -6.67], [1.42, -3.69, -2.68], [3.07, -3.57, -2.45], [1.84, -2.60, -1.40], [1.17, -1.33, -3.40], [2.86, -0.95, -2.91], [4.22, -2.42, -6.48], [3.84, -3.58, -7.74], [3.82, -0.51, -7.92], [4.99, -1.64, -8.71], [3.20, -1.65, -9.04], [1.18, -5.85, -4.92], [0.53, -5.03, -6.29], [2.48, -6.20, -7.70], [3.21, -6.65, -6.16], [1.76, -7.46, -6.62], [-0.24, 6.68, 8.37], [-0.03, 5.33, 7.63], [0.71, 4.49, 8.52], [2.31, 4.21, 8.14], [3.05, 3.33, 9.05], [2.97, 5.65, 8.22], [4.27, 5.68, 7.82], [5.24, 5.34, 9.03], [2.23, 3.78, 6.56], [1.82, 2.48, 6.12], [0.35, 2.62, 5.60], [0.60, 7.20, 8.83], [-0.84, 7.37, 7.78], [-0.86, 6.51, 9.26], [-1.06, 4.99, 7.50], [0.42, 5.50, 6.65], [4.55, 5.12, 6.94], [4.33, 6.74, 7.56], [6.05, 6.07, 9.09], [4.61, 5.39, 9.92], [5.77, 4.41, 8.82], [2.45, 2.11, 5.32], [1.92, 1.70, 6.88], [0.41, 3.24, 4.71], [-0.03, 1.62, 5.44], [-0.23, 3.04, 6.43], [-3.09, 3.71, -6.87], [-3.10, 2.90, -5.49], [-2.02, 1.98, -5.69], [-0.63, 2.18, -4.84], [-0.08, 3.54, -4.78], [-1.05, 1.61, -3.35], [-1.65, 2.52, -2.40], [-3.04, 2.06, -1.99], [0.24, 0.98, -5.38], [1.11, 1.27, -6.43], [2.60, 1.41, -5.95], [-3.30, 3.03, -7.69], [-3.80, 4.53, -6.85], [-2.16, 4.24, -7.07], [-2.87, 3.69, -4.77], [-4.03, 2.35, -5.45], [-1.06, 2.55, -1.49], [-1.70, 3.56, -2.70], [-3.08, 0.97, -1.87], [-3.42, 2.62, -1.14], [-3.76, 2.42, -2.72], [1.09, 0.56, -7.25], [0.89, 2.13, -7.05], [2.91, 0.40, -5.69], [3.32, 1.75, -6.70], [2.75, 2.08, -5.10], [-2.49, -3.84, -7.88], [-2.21, -2.44, -7.63], [-3.38, -1.61, -7.48], [-4.67, -1.97, -6.58], [-5.58, -0.86, -6.26], [-5.34, -3.18, -7.48], [-6.27, -2.93, -8.53], [-6.77, -4.26, -9.06], [-4.15, -2.70, -5.18], [-3.87, -2.13, -3.90], [-2.51, -1.69, -3.49], [-2.76, -4.01, -8.93], [-1.53, -4.29, -7.64], [-3.15, -4.34, -7.17], [-1.66, -2.38, -6.70], [-1.56, -1.95, -8.35], [-7.24, -2.51, -8.25], [-5.80, -2.28, -9.27], [-7.51, -4.63, -8.35], [-7.28, -4.22, -10.02], [-5.88, -4.87, -9.25], [-4.55, -1.30, -3.75], [-4.21, -2.94, -3.24], [-1.86, -2.45, -3.92], [-2.11, -0.74, -3.83], [-2.38, -1.82, -2.42], [-1.61, -0.88, 5.92], [-0.16, -1.06, 6.31], [0.15, -0.10, 7.29], [1.24, -0.57, 8.44], [1.76, 0.52, 9.37], [0.57, -1.77, 9.23], [-0.32, -1.54, 10.39], [-1.63, -1.07, 9.83], [2.32, -1.37, 7.50], [3.70, -1.06, 7.27], [3.74, -1.01, 5.74], [-1.99, -1.33, 5.01], [-2.28, -1.20, 6.72], [-1.85, 0.18, 5.84], [-0.11, -2.11, 6.62], [0.41, -0.89, 5.40], [-0.28, -2.43, 11.01], [0.12, -0.74, 10.99], [-1.82, 0.00, 9.82], [-1.80, -1.34, 8.78], [-2.43, -1.58, 10.37], [4.03, -0.14, 7.76], [4.26, -1.87, 7.73], [3.08, -1.71, 5.23], [3.30, -0.07, 5.39], [4.73, -0.97, 5.30], [2.73, 5.54, 3.50], [1.83, 5.16, 2.31], [1.55, 5.97, 1.49], [1.46, 3.97, 2.29], [3.31, 6.44, 3.30], [3.37, 4.68, 3.68], [1.97, 5.80, 4.24], [-0.41, -0.39, 0.61], [-0.95, -1.77, 0.65], [-2.06, -1.84, 1.20], [-0.47, -2.72, 0.13], [0.12, -0.21, -0.33], [0.13, -0.25, 1.54], [-1.23, 0.32, 0.46], [-5.81, -3.16, 5.66], [-5.85, -4.15, 4.55], [-6.18, -5.32, 4.70], [-5.42, -3.69, 3.44], [-6.60, -2.41, 5.66], [-4.88, -2.60, 5.63], [-5.78, -3.82, 6.53], [-1.54, 7.22, 0.73], [-1.71, 6.15, -0.25], [-2.29, 6.45, -1.27], [-1.27, 5.05, 0.08], [-1.74, 8.15, 0.20], [-0.55, 7.32, 1.18], [-2.32, 7.20, 1.49], [5.34, 2.46, 1.42], [4.64, 1.20, 1.43], [3.49, 1.12, 1.80], [5.22, 0.28, 0.97], [4.60, 3.25, 1.47], [6.15, 2.40, 0.70], [5.81, 2.62, 2.39], [1.91, -5.07, 2.02], [2.92, -4.11, 2.57], [2.43, -3.13, 3.12], [4.06, -4.24, 2.29], [1.93, -5.83, 2.81], [2.41, -5.61, 1.22], [0.91, -4.63, 1.94], [-5.69, -0.87, 1.56], [-5.04, -0.91, 0.22], [-4.54, 0.06, -0.30], [-5.30, -1.86, -0.48], [-6.49, -1.61, 1.48], [-5.85, 0.18, 1.84], [-5.02, -1.20, 2.35]]}